86
Properties=species:S:1:pos:R:3:lowdin_charge:R:1 method="wB97M-V/def2-TZVPD" multiplicity=1 charge=+2 relative_energy_ev=0.151
Zr 0.1894 1.1178 -0.4150 1.88
C 1.6861 3.3939 -0.8612 -0.04
C 0.1658 3.7025 -0.8851 -0.39
C -0.1402 4.9493 -1.7133 0.00
C -0.3528 3.8188 0.5489 -0.16
C 0.0550 4.8932 1.3331 -0.03
C -0.4025 5.0277 2.6280 -0.04
C -1.2421 4.0689 3.1749 0.00
C -1.6604 2.9616 2.4497 -0.11
C -2.5499 1.9423 3.1530 -0.35
C -1.8835 0.5700 3.3371 -0.05
C -3.9402 1.7892 2.5185 -0.04
C -1.2326 2.8639 1.1062 -0.19
N -1.6113 1.7596 0.2926 -0.10
C -2.6853 1.8329 -0.5592 -0.46
O -3.4880 2.7188 -0.6724 0.16
C -2.6410 0.6084 -1.4543 -0.13
C -3.6600 0.0848 -2.2213 0.06
C -3.3606 -0.9945 -3.0494 0.03
C -2.0593 -1.4843 -3.1323 0.06
C -1.0885 -0.8919 -2.3518 -0.13
N -1.3969 0.1102 -1.5182 0.00
C 0.4072 -1.1185 -2.4352 -0.44
O 0.9092 -2.0416 -3.0139 0.16
N 1.0535 -0.0694 -1.8089 -0.13
C 2.4633 0.0685 -2.0787 -0.18
C 3.4260 -0.5726 -1.2780 -0.14
C 4.7535 -0.5246 -1.6871 -0.01
C 5.1182 0.1253 -2.8507 -0.02
C 4.1649 0.7716 -3.6197 -0.01
C 2.8299 0.7683 -3.2480 -0.14
C 1.7964 1.5022 -4.0900 -0.38
C 2.3272 2.8477 -4.6022 -0.06
C 1.3297 0.6441 -5.2752 -0.03
C 3.0624 -1.3705 -0.0387 -0.38
C 3.1677 -2.8722 -0.3223 -0.03
C 3.9550 -0.9705 1.1418 -0.06
H 2.0678 3.2357 -1.8700 0.07
H 2.2167 4.2441 -0.4378 0.12
H 1.9369 2.5135 -0.2367 0.05
H -0.3641 2.8695 -1.4256 0.10
H 0.4394 5.7978 -1.3535 0.10
H 0.1060 4.7862 -2.7630 0.09
H -1.1969 5.2010 -1.6374 0.11
H 0.7184 5.6412 0.9161 0.13
H -0.1033 5.8884 3.2117 0.12
H -1.5925 4.1896 4.1926 0.13
H -2.7011 2.3336 4.1609 0.13
H -1.6233 0.1085 2.3878 0.06
H -0.9917 0.6566 3.9616 0.07
H -2.5811 -0.1005 3.8396 0.09
H -3.9157 1.1264 1.6558 0.07
H -4.6186 1.3552 3.2519 0.09
H -4.3409 2.7521 2.2045 0.09
H -4.6476 0.5220 -2.1714 0.14
H -4.1399 -1.4384 -3.6547 0.13
H -1.7991 -2.2992 -3.7940 0.14
H 5.5132 -1.0335 -1.1085 0.12
H 6.1521 0.1233 -3.1692 0.12
H 4.4673 1.2703 -4.5306 0.12
H 0.9193 1.6984 -3.4592 0.10
H 3.0457 2.6960 -5.4066 0.08
H 1.5131 3.4494 -5.0083 0.09
H 2.8296 3.4171 -3.8180 0.07
H 2.1237 0.5693 -6.0186 0.10
H 1.0689 -0.3669 -4.9647 0.07
H 0.4617 1.1013 -5.7528 0.09
H 2.0211 -1.1621 0.2247 0.09
H 4.1877 -3.1337 -0.6053 0.09
H 2.8984 -3.4560 0.5596 0.09
H 2.5098 -3.1564 -1.1437 0.08
H 4.9910 -1.2411 0.9463 0.09
H 3.9234 0.1096 1.3100 0.07
H 3.6576 -1.4914 2.0552 0.08
C 2.6243 2.6874 2.9920 0.03
N 2.2334 1.3250 3.3505 -0.12
C 2.7151 0.7978 4.6226 0.01
C 1.5061 0.6163 2.5498 -0.24
O 1.0969 1.0402 1.4195 -0.21
H 3.1104 3.1458 3.8474 0.11
H 1.7471 3.2683 2.7164 0.08
H 3.3262 2.6738 2.1562 0.11
H 2.2564 1.3389 5.4495 0.11
H 3.7955 0.9211 4.6768 0.11
H 2.4814 -0.2607 4.7162 0.10
H 1.2488 -0.3884 2.8786 0.17

173
Properties=species:S:1:pos:R:3:lowdin_charge:R:1 method="wB97M-V/def2-TZVPD" multiplicity=1 charge=+1
C 5.1214 -3.2620 3.6767 -0.12
C 3.5264 -2.8913 3.8390 -0.25
N 2.6077 -4.0972 3.7267 -0.23
C 1.1853 -3.5770 3.7072 -0.27
C 0.0440 -4.7089 3.3559 -0.11
C 2.8575 -4.9017 2.4694 -0.95
S 3.5626 -6.4586 2.6012 0.69
S 2.3991 -4.3108 0.7472 0.79
C 3.3705 -2.7392 0.3092 -0.43
C 2.4233 -1.3828 0.4533 -0.23
C 1.3152 -1.4607 -0.7520 -0.11
C 0.0888 -0.3315 -0.5921 -0.39
O -0.6153 -0.7024 0.6428 -0.14
C -1.6333 0.2781 1.0389 -0.15
C -2.5560 -0.4745 2.2137 -0.18
N -3.7630 -1.1097 1.5540 -0.09
C -4.7946 0.0272 1.4868 -0.18
C -6.1350 -0.4172 0.6408 -0.35
C -5.7424 -1.0623 -0.8350 -0.09
O -6.9217 -1.4365 1.3592 -0.12
C 0.8489 1.0951 -0.3396 -0.06
C 0.1083 2.4206 -0.9391 -0.32
C -0.0943 3.6573 0.1159 -0.21
C 1.2466 4.1155 0.9351 -0.70
C 1.3909 3.3922 2.4366 -0.17
I 3.1227 3.9806 -0.1913 1.08
N -1.2554 2.1646 -1.5733 0.10
C -1.2094 0.8887 -2.3828 -0.13
N -1.6160 0.9952 -3.7174 0.15
N -0.7111 -0.4354 -1.8627 0.02
C -1.7594 -1.5161 -1.8441 -0.12
C -1.7113 -2.2318 -3.3554 -0.17
C -2.0154 -3.8617 -3.1586 -0.19
C -0.7666 -4.6768 -2.4654 -0.26
N -0.9940 -4.9622 -0.9743 -0.05
H 5.3911 -3.9858 4.5668 0.09
H 5.4186 -3.6756 2.6174 0.07
H 5.7405 -2.2558 3.8341 0.09
H 3.3413 -2.3405 4.8813 0.14
H 3.2980 -2.0578 3.0184 0.10
H 1.0762 -2.7165 2.9127 0.09
H 0.9965 -3.0832 4.7687 0.13
H -0.9973 -4.3097 3.7601 0.08
H 0.2862 -5.7863 3.7453 0.09
H -0.0862 -4.7658 2.1743 0.06
H 3.6187 -2.8320 -0.8418 0.10
H 4.3574 -2.6922 0.9384 0.08
H 3.1288 -0.4550 0.2257 0.12
H 1.9172 -1.2705 1.5038 0.10
H 1.8488 -1.1786 -1.7802 0.15
H 0.7917 -2.4987 -0.8843 0.09
H -1.2101 1.2486 1.5595 0.12
H -2.3648 0.5017 0.1532 0.11
H -2.8045 0.2291 3.1154 0.12
H -1.8766 -1.3505 2.6344 0.13
H -4.1417 -1.9209 2.0965 0.12
H -4.3393 0.9985 0.9717 0.13
H -5.1136 0.3408 2.5906 0.13
H -6.8114 0.5432 0.4320 0.15
H -6.6508 -1.6130 -1.3368 0.09
H -5.4454 -0.1369 -1.5221 0.09
H -4.8660 -1.8456 -0.7685 0.07
H -6.8213 -2.3482 0.9489 0.11
H 1.1101 1.1442 0.8113 0.13
H 1.9037 1.0139 -0.8930 0.12
H 0.7894 2.8404 -1.8254 0.13
H -0.5784 4.6141 -0.4078 0.13
H -0.9073 3.3103 0.9163 0.11
H 1.1005 5.2730 1.1864 0.09
H 0.3635 2.8965 2.7845 0.08
H 1.7984 4.1293 3.2567 0.09
H 2.1315 2.4677 2.2888 0.06
H -1.4817 2.9995 -2.1935 0.15
H -1.0078 1.5897 -4.3365 0.15
H -2.4176 0.4692 -4.1305 0.10
H -1.5778 -2.3907 -1.0888 0.14
H -2.8393 -1.0338 -1.7619 0.12
H -0.6558 -2.1017 -3.8776 0.13
H -2.4916 -1.7067 -4.0603 0.08
H -3.0230 -3.9656 -2.5278 0.12
H -2.2303 -4.3119 -4.2370 0.12
H -0.6352 -5.7194 -2.9819 0.12
H 0.2312 -4.0224 -2.4994 0.11
H -2.0076 -5.0834 -0.7584 0.06
H -0.4092 -5.7606 -0.6441 0.06
N 5.6729 2.3258 -2.8499 0.05
C 6.8167 2.0281 -3.5044 -0.15
C 7.9630 2.8044 -3.4450 -0.07
C 7.9361 3.9596 -2.6708 -0.07
C 6.7722 4.2939 -1.9864 -0.07
C 5.6777 3.4524 -2.1048 -0.23
H 6.7867 1.1188 -4.0976 0.10
H 8.8548 2.5157 -3.9896 0.10
H 8.8150 4.5940 -2.6011 0.11
H 6.7189 5.1877 -1.3752 0.09
H 4.7473 3.6683 -1.5870 -0.16
N -10.8075 2.3748 3.2423 0.06
C -10.1602 1.2065 3.0391 -0.14
C -8.8008 1.1124 2.7871 -0.08
C -8.0581 2.2872 2.7359 -0.11
C -8.6967 3.5062 2.9393 -0.08
C -10.0597 3.4984 3.1884 -0.15
H -10.7835 0.3183 3.0856 0.11
H -8.3327 0.1466 2.6340 0.09
H -6.9904 2.2533 2.5395 0.09
H -8.1461 4.4395 2.9053 0.10
H -10.6030 4.4239 3.3572 0.11
N -10.2089 2.1583 7.7539 0.06
C -9.6430 2.1187 6.5277 -0.14
C -8.2746 2.0944 6.3108 -0.07
C -7.4324 2.1160 7.4175 -0.08
C -7.9852 2.1588 8.6933 -0.08
C -9.3658 2.1767 8.8091 -0.15
H -10.3417 2.1065 5.6962 0.08
H -7.8752 2.0600 5.3036 0.08
H -6.3543 2.0993 7.2870 0.10
H -7.3560 2.1770 9.5760 0.10
H -9.8453 2.2063 9.7835 0.10
N 0.9052 -8.6325 0.0065 0.05
C 0.2669 -9.7515 -0.4004 -0.16
C 0.5623 -11.0213 0.0693 -0.08
C 1.5768 -11.1550 1.0113 -0.08
C 2.2539 -10.0212 1.4487 -0.09
C 1.8842 -8.7936 0.9231 -0.17
H -0.5144 -9.5956 -1.1387 0.10
H 0.0151 -11.8850 -0.2910 0.10
H 1.8376 -12.1344 1.4017 0.11
H 3.0496 -10.0919 2.1815 0.07
H 2.3802 -7.8789 1.2354 -0.03
N 5.4647 7.5695 -1.8035 0.06
C 6.2082 8.6967 -1.7602 -0.14
C 5.7616 9.8943 -1.2247 -0.09
C 4.4726 9.9426 -0.7047 -0.09
C 3.6819 8.7986 -0.7366 -0.07
C 4.2180 7.6467 -1.2895 -0.16
H 7.2056 8.6093 -2.1812 0.11
H 6.4032 10.7681 -1.2139 0.10
H 4.0873 10.8640 -0.2778 0.11
H 2.6729 8.8038 -0.3400 0.10
H 3.6416 6.7268 -1.3343 0.03
N 3.9976 13.5686 -3.3125 0.06
C 4.6091 14.6097 -3.9187 -0.15
C 5.8895 14.5511 -4.4452 -0.08
C 6.5896 13.3537 -4.3416 -0.08
C 5.9873 12.2641 -3.7210 -0.08
C 4.7014 12.4188 -3.2285 -0.15
H 4.0233 15.5228 -3.9719 0.10
H 6.3304 15.4181 -4.9239 0.10
H 7.5960 13.2701 -4.7413 0.11
H 6.5064 11.3174 -3.6238 0.09
H 4.1870 11.5966 -2.7390 0.08
N 5.0638 -10.9871 2.0091 0.05
C 6.0688 -11.1862 2.8899 -0.14
C 7.2287 -11.8829 2.5909 -0.07
C 7.3675 -12.4122 1.3122 -0.08
C 6.3487 -12.2255 0.3835 -0.07
C 5.2278 -11.5113 0.7751 -0.14
H 5.9120 -10.7568 3.8751 0.10
H 8.0048 -12.0100 3.3370 0.10
H 8.2620 -12.9654 1.0414 0.11
H 6.4262 -12.6259 -0.6210 0.10
H 4.4071 -11.3355 0.0853 0.10
N -2.9272 -0.0726 -6.7605 0.03
C -4.0616 -0.7934 -6.8982 -0.15
C -5.1010 -0.4404 -7.7439 -0.07
C -4.9736 0.7248 -8.4925 -0.06
C -3.8180 1.4895 -8.3710 -0.07
C -2.8316 1.0527 -7.5015 -0.16
H -4.1150 -1.6922 -6.2907 0.10
H -5.9885 -1.0588 -7.8167 0.11
H -5.7681 1.0345 -9.1652 0.11
H -3.6884 2.4031 -8.9402 0.11
H -1.9095 1.6130 -7.3744 0.10

26
Properties=species:S:1:pos:R:3:lowdin_charge:R:1 method="wB97M-V/def2-TZVPD" multiplicity=1 smiles=Cc1ccccc1.CCC relative_energy_ev=1.133
C 2.8778 0.2674 0.9376 -0.08
C 1.7099 -0.5858 0.6340 -0.31
C 1.6301 -1.3139 -0.5438 -0.06
C 0.6038 -2.2075 -0.8053 -0.07
C -0.4008 -2.3097 0.1588 -0.11
C -0.2266 -1.6937 1.4182 -0.10
C 0.7855 -0.7732 1.6705 -0.05
H 3.9310 -0.0255 0.8935 0.08
H 2.7864 0.8102 1.8765 0.07
H 2.9134 1.1222 0.2205 0.09
H 2.4685 -1.0790 -1.1906 0.11
H 0.6086 -2.7735 -1.7228 0.10
H -1.4162 -2.6590 0.0155 0.10
H -0.9233 -1.9764 2.2033 0.10
H 0.8178 -0.3788 2.6667 0.11
C -2.3293 0.7556 0.1272 -0.11
C -1.2226 1.6476 -0.4395 -0.30
C -1.3467 1.9132 -1.9682 -0.10
H -1.9998 -0.2758 0.0557 0.04
H -3.3267 0.7931 -0.3067 0.06
H -2.5190 1.0306 1.1725 0.07
H -1.0519 2.6054 0.0709 0.10
H -0.2658 1.1533 -0.2644 0.07
H -0.7890 1.1674 -2.5370 0.06
H -2.4104 1.8952 -2.1663 0.06
H -0.9049 2.8907 -2.1769 0.06

| no. | E_HOMO (Eh) | frontier orbital gap (eV) | lowest unoccupied orbital energy (eV) |
| --- | --- | --- | --- |
| 1 | -0.515 | 7.30 | -6.70 |
| 2 | -0.365 | 5.93 | -3.99 |
| 3 | -0.324 | 9.79 | 0.98 |